# 1
Formula: C12H14N2O5S
Source: OMol25
Level of theory: the ωB97M-V functional and the def2-TZVPD basis

```
! RIJCOSX wB97M-V def2-TZVPD def2/J DEFGRID3
* xyz 0 1
C 2.84012 2.75867 1.29875
S 3.89531 1.75991 0.20825
C 2.74737 1.49117 -1.19922
C 2.53894 0.00065 -1.43493
C 1.96817 -0.68961 -0.17560
N 0.55229 -0.93951 -0.26717
C -0.35038 -0.07273 0.23811
O -0.03480 1.02512 0.65881
C -1.77009 -0.53887 0.21412
C -2.12541 -1.87321 0.40050
C -3.45963 -2.24930 0.40795
C -4.45256 -1.30456 0.22488
C -4.09267 0.02602 0.04867
N -5.12558 1.02085 -0.13883
O -6.27680 0.65379 -0.05068
O -4.77534 2.15505 -0.37575
C -2.76328 0.41849 0.05195
C 2.69210 -2.00881 0.08282
O 2.14541 -3.07226 -0.00370
O 3.97694 -1.87898 0.39916
H 2.75420 3.76088 0.88846
H 3.33268 2.79448 2.26497
H 1.86157 2.29433 1.38548
H 1.80989 1.97755 -0.93972
H 3.18022 1.96386 -2.07983
H 1.84283 -0.14364 -2.26343
H 3.49126 -0.45380 -1.71831
H 2.13228 -0.03286 0.69005
H 0.29472 -1.87169 -0.55972
H -1.36578 -2.62243 0.56907
H -3.72456 -3.28415 0.55896
H -5.49758 -1.57409 0.22142
H -2.50102 1.45936 -0.06644
H 4.25922 -0.94971 0.46095
*
```

E_LUMO: -0.7 eV
Structure (SMILES): CSCC[C@@H](NC(=O)c1cccc([N+](=O)[O-])c1)C(=O)O
HOMO level: -9.147 eV
Kohn-Sham gap: 8.41 eV
Strongest force on any atom: 1.29 eV/A
Energy relative to the best compared isomer or geometry (same formula, charge and spin): 0.0 kcal/mol
Electronic energy: -1349.52976 Ha

These are the Löwdin partial charges, in e, on atoms 1 to 4: -0.3790 0.8244 -0.4486 -0.1877

# 2
Formula: C12H14NO2
Source: OMol25
Level of theory: the ωB97M-V functional and the def2-TZVPD basis

```
! RIJCOSX wB97M-V def2-TZVPD def2/J DEFGRID3
* xyz -1 1
C 0.40859 -4.23584 0.34611
C -0.01445 -0.63817 -0.64266
C -0.20457 -2.02859 -0.91761
C 0.49393 -2.74268 0.10635
C 1.01105 -1.79921 0.94353
C -0.85700 0.29352 -1.26734
C -1.64158 -0.13948 -2.32231
C -1.63784 -1.47663 -2.75159
C -0.95465 -2.44089 -2.02159
N 0.70039 -0.54364 0.50931
H -0.97116 1.30893 -0.92099
H -2.28298 0.56418 -2.85401
H 0.84830 0.34022 1.02490
H -2.25908 -1.78386 -3.58650
H 1.61863 -1.85177 1.81403
H -1.08563 -3.48345 -2.29952
H -0.13832 -4.72645 -0.45151
H -0.21138 -4.46546 1.21919
H 1.38951 -4.67027 0.35850
C 0.77809 3.41133 0.75912
C -0.43137 3.99975 1.47912
C 1.69357 2.69390 1.78869
O 1.54411 1.43644 1.87760
O 2.48912 3.39589 2.42277
H 0.53135 2.68322 -0.00161
H 1.41729 4.21616 0.44170
H -0.16788 4.32822 2.49320
H -1.33165 3.40822 1.43980
H -0.73437 4.94642 1.01331
*
```

E_LUMO: 3.3 eV
HOMO level: -4.653 eV
Kohn-Sham gap: 7.94 eV
Strongest force on any atom: 1.71 eV/A
Energy relative to the best compared isomer or geometry (same formula, charge and spin): 5.6 kcal/mol
Electronic energy: -670.98416 Ha

These are the Löwdin partial charges, in e, on atoms 1 to 4: -0.0555 -0.1933 -0.1527 -0.2318

# 3
Formula: C12H14NO2
Source: OMol25
Level of theory: the ωB97M-V functional and the def2-TZVPD basis

```
! RIJCOSX wB97M-V def2-TZVPD def2/J DEFGRID3
* xyz -1 1
C 2.00085 2.10881 -3.00085
C 1.13781 1.45868 -1.94655
C -0.06077 1.89425 -1.44951
C 1.19044 0.07486 -1.58597
C 0.14793 -0.14753 -0.66392
C 1.97057 -1.01824 -2.01871
C -0.18201 -1.41759 -0.19187
C 1.69760 -2.24217 -1.48291
C 0.65142 -2.46092 -0.55578
N -0.67442 0.93653 -0.71278
H 1.43019 2.69106 -3.69928
H 2.59235 1.39499 -3.57158
H -0.31769 2.93874 -1.38500
H -1.55029 0.98035 -0.18476
H 2.66857 -0.83125 -2.82309
H -1.01591 -1.56802 0.49337
H 2.27030 -3.14448 -1.66549
H 0.52993 -3.44948 -0.11388
H 2.59099 2.87758 -2.49308
C -1.23636 0.40907 2.82031
C -1.19483 -0.95987 3.49639
C -2.71739 0.56574 2.22100
O -3.60488 0.72811 3.07913
O -2.83018 0.44669 0.96032
H -1.13544 1.20929 3.56128
H -0.68790 0.44118 1.88102
H -0.16689 -1.32277 3.53443
H -1.83201 -1.68450 3.01795
H -1.67198 -0.90912 4.47983
*
```

E_LUMO: 3.2 eV
HOMO level: -4.435 eV
Kohn-Sham gap: 7.62 eV
Strongest force on any atom: 2.74 eV/A
Energy relative to the best compared isomer or geometry (same formula, charge and spin): 14.2 kcal/mol
Electronic energy: -670.97041 Ha

These are the Löwdin partial charges, in e, on atoms 1 to 4: -0.0569 -0.2293 -0.0721 -0.1505

# 4
Formula: C12H14O
Source: OMol25
Level of theory: the ωB97M-V functional and the def2-TZVPD basis

```
! RIJCOSX wB97M-V def2-TZVPD def2/J DEFGRID3
* xyz 0 1
C 3.38346 -0.55432 0.34335
C 2.81356 -0.47225 -0.90770
C 2.68436 -0.05750 1.50355
C 1.53747 0.02805 -1.08383
C 1.40643 0.37709 1.31794
C 0.86963 0.51986 0.01663
C -1.12387 2.10143 -0.97962
C -1.27793 2.17332 0.53800
C -1.27534 -1.82891 -0.85705
C -1.59204 -1.76611 0.63285
C -0.51061 1.06977 -0.11944
C -1.94384 -0.70017 -0.20203
O -3.16828 -0.20305 -0.34443
H 4.41880 -0.79864 0.38110
H 3.28356 -0.92713 -1.85736
H 3.11017 -0.11392 2.42771
H 1.14051 -0.02398 -2.06924
H 0.87153 0.62939 2.25492
H -1.99423 1.77915 -1.56590
H -0.61281 2.96150 -1.39966
H -0.66441 3.12199 0.98175
H -2.17769 2.00773 1.15691
H -0.37469 -1.62831 -1.35859
H -1.89603 -2.54335 -1.29734
H -2.39566 -2.41802 0.95377
H -0.76491 -1.85990 1.48356
H -3.74713 -0.87373 0.05015
*
```

E_LUMO: 0.5 eV
HOMO level: -7.793 eV
Kohn-Sham gap: 8.25 eV
Strongest force on any atom: 5.34 eV/A
Energy relative to the best compared isomer or geometry (same formula, charge and spin): 100.9 kcal/mol
Electronic energy: -540.68863 Ha

These are the Löwdin partial charges, in e, on atoms 1 to 4: -0.0735 -0.1046 -0.0637 -0.0681

# 5
Formula: C12H14O7RbS
Source: OMol25
Level of theory: the ωB97M-V functional and the def2-TZVPD basis

```
! RIJCOSX wB97M-V def2-TZVPD def2/J DEFGRID3
* xyz -1 1
Rb 13.75824 -18.42090 18.14159
C 13.76140 -19.46943 13.14663
C 13.60917 -19.20591 14.53495
C 12.21276 -19.56653 15.16171
O 12.07338 -19.56287 16.41785
C 11.10397 -19.79934 14.31961
C 11.26555 -19.93631 12.93827
C 12.67581 -19.88210 12.36642
O 12.83030 -20.12000 11.14768
O 10.26593 -20.06839 12.19912
O 14.48501 -18.75679 15.30582
H 14.72857 -19.26164 12.71329
H 10.12010 -19.88546 14.76011
C 12.14590 -18.80494 23.16021
S 13.03391 -17.49318 22.20985
O 13.11998 -17.95017 20.78222
C 11.63397 -16.33018 22.22120
H 11.50918 -19.40561 22.51811
H 11.60767 -18.27603 23.94697
H 12.84231 -19.45250 23.69464
H 11.39355 -16.03896 23.24888
H 10.73784 -16.72065 21.75416
H 11.99587 -15.40487 21.77255
O 6.83575 -19.37498 19.98939
C 7.89785 -19.17908 19.47685
O 8.07969 -19.23174 18.16010
C 9.45452 -18.93118 17.83758
C 9.95228 -18.13455 19.03420
C 9.20511 -18.83108 20.17906
H 9.52660 -18.46702 16.85482
H 9.97572 -19.87932 17.67486
H 9.62408 -17.09857 18.93617
H 11.04353 -18.17091 19.05538
H 8.95617 -18.17864 21.01299
H 9.70304 -19.71725 20.56913
*
```

E_LUMO: 1.1 eV
HOMO level: -2.877 eV
Kohn-Sham gap: 3.95 eV
Strongest force on any atom: 2.71 eV/A
Electronic energy: -1414.65222 Ha

These are the Löwdin partial charges, in e, on atoms 1 to 4: 1.0242 -0.0203 -0.4086 -0.3838

# 6
Formula: C12H14OSe
Source: OMol25
Level of theory: the ωB97M-V functional and the def2-TZVPD basis

```
! RIJCOSX wB97M-V def2-TZVPD def2/J DEFGRID3
* xyz 0 1
C 5.03703 -0.32299 0.29939
C 4.20024 -0.84569 1.27216
C 4.51191 0.14943 -0.89178
C 2.83533 -0.89365 1.05494
C 3.14789 0.10533 -1.11779
C 2.31910 -0.40999 -0.13489
C -0.01071 1.38942 -0.19235
C -1.47854 1.63307 -0.42666
C -2.31760 1.11900 0.76425
C -3.54006 0.30218 0.32802
C -3.35341 -1.15787 0.33692
C -4.21513 -1.89602 -0.59017
O 0.82843 2.17043 0.13829
Se 0.41965 -0.49207 -0.45417
H 6.10348 -0.29013 0.46884
H 4.60565 -1.23045 2.19556
H 5.17074 0.54694 -1.65096
H 2.16750 -1.30293 1.79955
H 2.72852 0.46975 -2.04409
H -1.63960 2.70182 -0.58431
H -1.76418 1.09256 -1.33468
H -1.70144 0.47244 1.39320
H -2.63785 1.97344 1.36319
H -4.28709 0.33712 1.14137
H -4.02305 0.73782 -0.56074
H -5.03668 -1.34565 -1.06524
H -4.57084 -2.82340 -0.14140
H -3.49929 -2.18991 -1.36646
*
```

E_LUMO: 0.2 eV
HOMO level: -8.250 eV
Kohn-Sham gap: 8.47 eV
Strongest force on any atom: 0.64 eV/A
Energy relative to the best compared isomer or geometry (same formula, charge and spin): 30.5 kcal/mol
Electronic energy: -2942.19083 Ha

These are the Löwdin partial charges, in e, on atoms 1 to 4: -0.0866 -0.0840 -0.0825 -0.1184

# 7
Formula: C12H14OSe
Source: OMol25
Level of theory: the ωB97M-V functional and the def2-TZVPD basis

```
! RIJCOSX wB97M-V def2-TZVPD def2/J DEFGRID3
* xyz 0 1
C 2.56517 2.17883 2.14724
C 3.07538 1.76435 0.93293
C 1.15099 2.41881 2.25885
C 2.23357 1.48942 -0.10732
C 0.31698 1.83986 1.36141
C 0.83654 1.49696 0.05666
C -3.00293 -1.90965 1.12358
C -2.13726 -1.09764 0.51825
C 0.92187 -1.09602 -1.85374
C -1.61978 -1.24872 -2.39308
C -0.81636 -1.55687 -0.08103
C -0.58580 -0.97017 -1.42915
O 1.76164 -1.08129 -1.01126
Se -0.32022 1.09745 -1.38928
H 3.29394 2.32952 2.99819
H 4.17980 1.62019 0.85259
H 0.74192 3.00452 3.12635
H 2.59651 1.46587 -1.21616
H -0.71012 2.09573 1.34492
H -4.04323 -1.61089 1.50516
H -2.84027 -2.99567 1.27480
H -2.50436 -0.03653 0.29534
H 1.06048 -1.40313 -2.91795
H -2.56453 -1.28920 -1.92948
H -1.46524 -2.34915 -2.75847
H -1.55317 -0.49235 -3.12022
H -0.63818 -2.63144 -0.12131
H 0.06663 -1.03279 0.53218
*
```

E_LUMO: 0.5 eV
HOMO level: -8.572 eV
Kohn-Sham gap: 9.10 eV
Strongest force on any atom: 3.98 eV/A
Energy relative to the best compared isomer or geometry (same formula, charge and spin): 17.1 kcal/mol
Electronic energy: -2942.21207 Ha

These are the Löwdin partial charges, in e, on atoms 1 to 4: -0.0751 -0.1138 -0.0940 -0.1479

# 8
Formula: C12H14Si
Source: OMol25
Level of theory: the ωB97M-V functional and the def2-TZVPD basis

```
! RIJCOSX wB97M-V def2-TZVPD def2/J DEFGRID3
* xyz 0 1
C 2.18605 1.67960 -1.69259
Si 0.54533 0.89000 -1.05790
C -0.54911 1.68736 0.75128
C -1.05638 2.96057 0.84442
C -2.12939 2.91338 1.82690
C -2.34684 1.64784 2.23554
C -1.31673 0.73540 1.58748
C 0.56300 -0.96365 -0.70759
C -0.55259 -1.74982 -0.64550
C -0.53321 -3.11514 -0.59911
C 0.65116 -3.76145 -0.41294
C 1.77814 -2.99943 -0.41562
C 1.80153 -1.65318 -0.38437
H 3.14295 1.51021 -1.17542
H 2.30461 1.61966 -2.75257
H 1.89745 2.69776 -1.44988
H -0.56353 0.83693 -2.17179
H -0.77153 3.96936 0.39282
H -2.77198 3.64819 2.16826
H -3.12965 1.30076 2.98635
H -0.65730 0.30774 2.42255
H -1.49480 -0.18045 0.96151
H -1.54239 -1.13821 -0.78141
H -1.56294 -3.44830 -0.67628
H 0.65124 -4.83897 -0.48824
H 2.75498 -3.55179 -0.39794
H 2.70193 -1.00438 -0.36797
*
```

E_LUMO: 0.8 eV
Structure (SMILES): C[Si@H](C1=CC=CC1)c1ccccc1
HOMO level: -8.251 eV
Kohn-Sham gap: 9.06 eV
Strongest force on any atom: 4.27 eV/A
Energy relative to the best compared isomer or geometry (same formula, charge and spin): 24.2 kcal/mol
Electronic energy: -755.03338 Ha

These are the Löwdin partial charges, in e, on atoms 1 to 4: -0.2111 0.8081 -0.2326 -0.1288